No. 1
10
Properties=species:S:1:pos:R:3:forces:R:3 method="wB97M-V/def2-TZVPD" e_lumo_ha=0.01896 homo_energy_ev=-9.54 total_energy_ev=-42668.58430 relative_energy_kj_mol=128.6 smiles="[H]/N=C(/N)C(Cl)(Cl)Cl" orbital_gap_ev=10.055
C 0.195 0.505 -0.190 1.47 3.85 1.73
C -0.918 -0.489 0.164 0.27 0.73 -3.03
H 2.526 0.195 -0.078 -4.74 0.01 -0.03
H 1.448 -1.135 -0.011 -0.43 0.36 -0.13
H -0.905 1.925 -0.168 -4.04 1.10 0.15
N 1.413 -0.123 -0.005 4.35 0.35 -0.93
N 0.029 1.821 -0.232 4.20 -4.38 -0.68
Cl -0.824 -1.636 -1.234 -0.58 -0.43 -0.25
Cl -0.444 -1.279 1.542 -0.48 -1.58 2.98
Cl -2.521 0.216 0.212 -0.02 -0.01 0.19

No. 2
17
Properties=species:S:1:pos:R:3:forces:R:3 method="wB97M-V/def2-TZVPD" e_lumo_ha="0.02317 / -0.06918" spin_multiplicity=3 homo_energy_ev="-6.24 / -8.86" total_energy_ev=-21277.09423 relative_energy_kj_mol=0.0 orbital_gap_ev="6.873 / 6.973"
C -1.621 -0.075 -0.154 -0.84 -3.66 -0.43
C -1.847 1.253 -0.032 -0.11 0.25 0.20
C -0.234 0.808 2.173 0.09 1.18 1.05
C -0.425 -0.715 0.149 0.82 -0.12 0.10
C 1.417 -0.400 -1.470 0.07 2.11 1.58
C 0.901 -0.062 -0.013 2.07 -0.44 -0.08
O 0.694 1.045 2.804 -0.17 -0.37 0.00
O -0.420 -2.058 0.381 -2.38 0.49 -0.12
S -1.037 2.349 0.972 0.75 0.43 0.89
H -2.437 -0.856 -0.474 1.27 1.90 0.49
H -2.662 1.762 -0.439 -1.40 0.27 -0.99
H 1.621 -1.461 -1.589 -0.69 -0.10 -0.40
H 2.460 0.051 -1.393 -1.38 -0.04 -1.22
H 0.581 0.119 -2.082 2.12 -1.22 0.06
H 0.797 1.034 0.064 0.23 -0.62 -0.30
H 1.795 -0.328 0.703 -2.09 0.12 -0.77
H 0.419 -2.467 0.398 1.64 -0.20 -0.08

No. 3
16
Properties=species:S:1:pos:R:3:forces:R:3 method="wB97M-V/def2-TZVPD" e_lumo_ha=-0.01202 homo_energy_ev=-8.83 total_energy_ev=-37819.66155 relative_energy_kj_mol=48.9 smiles="C[C@@H]1S[C@]1(C)C(=S)S" orbital_gap_ev=8.506
C -2.001 -0.261 -0.384 -0.15 0.06 0.14
C -0.945 0.223 0.582 0.00 -0.36 0.19
C 0.468 0.516 0.164 -0.36 -0.19 0.16
C 1.584 0.172 1.131 -0.23 1.58 1.28
C 0.873 0.290 -1.274 -0.08 -0.06 -0.01
H -1.947 -1.356 -0.465 -0.15 0.22 0.01
H -3.001 0.027 -0.004 0.49 -0.21 -0.29
H -1.851 0.166 -1.378 -0.10 0.00 0.10
H -1.044 -0.237 1.577 0.15 0.35 -0.30
H 2.428 0.848 0.945 -0.03 -0.34 -0.05
H 1.888 -0.843 1.063 0.39 -0.96 -0.24
H 1.286 0.366 2.200 0.00 -0.18 -1.11
H 0.514 -1.954 -0.631 0.11 0.13 -0.22
S -0.506 1.982 0.563 0.06 -0.04 -0.01
S 0.998 -1.393 -1.765 -0.09 0.09 0.28
S 1.256 1.454 -2.325 -0.02 -0.08 0.06

No. 4
104
Properties=species:S:1:pos:R:3:forces:R:3 method="wB97M-V/def2-TZVPD" e_lumo_ha=0.00000 homo_energy_ev=-8.13 total_energy_ev=-65731.47706 smiles="c1cc[nH]c1.c1cc[nH]c1.O=C1CCCO1.O=C1CCCO1.O=C1CCCO1.O=C1CCCO1.O=C1CCCO1.CO.CO.CO.CO" orbital_gap_ev=8.126
O 2.363 0.591 1.417 -2.35 -0.36 0.18
C 3.255 0.561 0.636 2.11 -0.69 -0.35
O 3.234 0.080 -0.621 -2.25 -0.85 0.88
C 4.436 0.238 -1.368 -0.20 2.23 1.10
C 5.392 0.799 -0.297 1.55 -0.72 -0.06
C 4.620 1.036 0.987 0.13 0.85 -1.09
H 4.193 1.083 -2.012 0.37 -0.66 -0.75
H 4.723 -0.691 -1.860 -0.13 0.22 0.11
H 5.842 1.740 -0.616 0.30 -0.41 -0.24
H 6.124 0.009 -0.127 0.52 0.43 0.06
H 4.461 2.105 1.135 0.23 0.17 0.22
H 5.052 0.642 1.907 -0.29 -0.25 -0.18
O 4.140 3.359 -1.956 0.34 -1.29 0.72
C 3.161 3.909 -1.550 0.24 2.32 -1.26
O 2.008 3.396 -1.217 -2.04 -2.98 0.93
C 0.855 4.312 -1.271 1.60 0.01 -1.24
C 1.573 5.498 -1.904 -2.97 3.06 -1.10
C 2.935 5.386 -1.602 4.95 -0.31 1.63
H 0.411 4.410 -0.280 0.18 0.16 -0.07
H 0.146 3.923 -2.002 -0.06 -0.36 0.42
H 1.308 6.505 -1.583 -1.02 -0.16 0.12
H 1.625 5.595 -2.988 -1.39 -0.74 -0.30
H 3.179 5.813 -0.629 0.28 -0.01 0.22
H 3.648 5.771 -2.330 -0.20 0.30 0.09
O 4.613 -4.693 2.745 -2.52 4.13 -0.03
C 3.913 -3.641 2.760 1.54 -2.93 0.55
O 4.022 -2.688 3.722 1.80 -1.24 -0.15
C 3.085 -1.621 3.596 -0.77 -1.19 2.25
C 1.963 -2.293 2.815 1.03 1.63 -2.07
C 2.780 -3.184 1.848 -0.56 -0.63 0.72
H 3.617 -0.701 3.353 -0.46 -0.14 -1.00
H 2.731 -1.466 4.615 0.03 0.29 0.04
H 1.442 -1.483 2.305 -0.49 -0.38 -0.06
H 1.291 -2.909 3.412 0.22 0.27 0.19
H 3.278 -2.701 1.008 -0.40 0.33 -0.15
H 2.127 -3.990 1.513 0.58 -0.21 -0.29
O 4.023 0.566 -4.583 -1.17 -0.64 0.38
C 2.946 0.011 -4.440 0.45 5.99 -1.14
O 2.796 -1.223 -4.297 1.80 -3.62 0.86
C 1.504 -1.652 -4.378 -2.88 -1.95 -0.49
C 0.615 -0.493 -4.880 1.64 0.46 0.38
C 1.521 0.693 -4.473 0.36 -0.10 0.48
H 1.125 -2.079 -3.450 0.37 0.66 0.55
H 1.511 -2.553 -4.991 -0.11 0.21 -0.60
H -0.362 -0.561 -4.402 0.01 0.29 -0.45
H 0.641 -0.393 -5.965 -0.76 -0.72 -0.05
H 1.313 1.098 -3.483 0.09 -0.26 0.32
H 1.460 1.562 -5.128 0.30 -0.28 -0.22
O 1.313 0.206 5.879 -2.00 0.16 -0.10
C 0.151 0.122 5.498 3.02 0.11 0.03
O -0.103 -0.650 4.430 -0.29 -0.10 -0.20
C -1.514 -0.778 4.135 1.00 1.05 2.28
C -2.187 0.074 5.345 -0.72 -0.73 -2.38
C -1.069 0.862 5.988 0.63 -0.93 -0.22
H -1.663 -1.857 4.164 -0.67 0.23 -0.30
H -1.691 -0.274 3.185 -0.15 -0.43 -0.07
H -2.766 -0.579 5.998 0.14 0.22 0.06
H -2.837 0.697 4.731 -0.50 0.28 0.83
H -1.032 0.869 7.078 -0.24 0.15 -0.14
H -0.948 1.869 5.588 -0.27 0.10 0.15
C -0.273 0.693 -0.567 1.11 0.41 1.52
O 0.164 -0.646 -0.621 -0.57 -1.08 -1.22
H -0.414 1.262 -1.486 -0.15 -0.81 -0.48
H -1.155 0.737 0.072 -0.17 0.42 -0.13
H 0.591 1.144 -0.080 -0.54 1.10 0.23
H 0.728 -0.753 0.149 0.26 -0.07 -0.06
C -4.339 -3.029 0.651 -0.31 0.18 -0.72
O -5.273 -2.341 -0.162 -0.61 1.03 -0.18
H -4.893 -3.471 1.479 0.47 -0.64 -0.02
H -3.922 -3.675 -0.122 0.78 -0.96 1.21
H -3.580 -2.358 1.053 -0.08 0.12 -0.20
H -5.593 -3.013 -0.769 -0.33 0.27 -0.02
C -4.777 -1.625 -3.724 -1.80 0.08 -1.65
O -5.001 -2.703 -4.718 0.81 0.78 1.95
H -5.248 -1.893 -2.778 0.61 -0.11 0.22
H -3.761 -1.235 -3.656 0.05 -0.47 0.05
H -5.443 -0.850 -4.103 0.36 0.49 0.09
H -5.012 -3.435 -4.097 0.02 -0.75 -0.73
C -6.453 1.560 1.141 -2.08 -0.83 1.06
O -5.456 2.367 0.704 2.47 0.79 -1.20
H -6.532 0.654 0.540 -0.36 -0.05 -0.02
H -6.315 1.234 2.172 0.18 0.09 0.15
H -7.349 2.179 1.103 -0.69 -0.60 0.09
H -5.273 2.021 -0.173 0.53 0.57 -0.10
N -1.667 -4.460 -1.815 -0.14 -1.28 1.10
C -0.798 -4.047 -2.753 -0.08 0.11 -0.92
C -0.392 -5.199 -3.434 2.98 3.52 -1.63
C -0.819 -6.310 -2.822 -2.55 -1.10 2.91
C -1.634 -5.820 -1.782 -0.30 -1.80 -0.22
H -2.271 -3.908 -1.222 0.58 0.07 -0.08
H -0.485 -3.015 -2.690 -0.08 -0.08 -0.72
H 0.388 -5.181 -4.180 -0.12 0.11 -0.23
H -0.615 -7.354 -3.006 0.00 0.21 -0.11
H -2.136 -6.415 -1.034 -0.29 0.30 -0.03
N -0.302 4.047 2.757 -1.61 1.55 -0.32
C -0.788 2.871 2.340 0.40 -3.02 -1.75
C -1.979 2.991 1.623 0.02 0.79 1.61
C -2.357 4.341 1.783 2.08 1.30 0.55
C -1.269 4.974 2.436 -1.28 0.41 -0.89
H 0.522 4.284 3.292 -0.11 -0.53 -0.24
H -0.159 1.995 2.285 0.14 -0.08 0.52
H -2.642 2.260 1.186 0.46 -0.30 0.08
H -3.232 4.852 1.410 0.07 -0.10 0.02
H -1.077 6.034 2.509 -0.10 -0.08 0.45

No. 5
11
Properties=species:S:1:pos:R:3:forces:R:3 method="wB97M-V/def2-TZVPD" e_lumo_ha=-0.02100 homo_energy_ev=-9.34 total_energy_ev=-21623.52044 relative_energy_kj_mol=421.4 smiles="O=C/C(=N/O)OC=S" orbital_gap_ev=8.770
C -1.078 0.221 -0.031 1.23 -0.82 -0.45
C 1.143 -0.296 0.479 -0.49 -0.40 1.61
C -2.205 -0.705 0.077 -1.44 0.15 1.02
H -0.336 3.026 0.293 0.49 -1.38 -1.26
H 0.657 -0.269 1.659 1.71 0.04 -3.34
H -3.098 -0.162 0.428 -0.12 0.09 -0.13
N -1.278 1.447 0.179 -0.36 0.47 -0.35
O -0.174 2.163 -0.206 -0.43 2.23 1.87
O 0.150 -0.210 -0.456 0.01 -0.49 0.28
O -2.242 -1.888 -0.095 0.72 -0.18 -0.36
S 2.669 -0.535 -0.046 -1.32 0.28 1.08

No. 6
13
Properties=species:S:1:pos:R:3:forces:R:3 method="wB97M-V/def2-TZVPD" e_lumo_ha="-0.03295 / -0.03327" homo_energy_ev="-8.75 / -8.75" total_energy_ev=-90222.05444 relative_energy_kj_mol=250.7 orbital_gap_ev="7.856 / 7.842"
C 1.832 -0.183 0.393 -0.49 -0.77 0.19
C 1.042 -0.902 -0.548 -1.47 0.40 2.11
C -2.168 0.464 -0.154 -2.22 -0.90 1.04
N 1.079 0.892 1.175 0.64 1.83 0.62
N -0.083 1.119 0.915 -1.16 0.00 0.56
N -0.827 0.457 0.185 3.00 -2.28 -1.05
Cl 0.530 -2.474 -0.168 -0.18 -0.57 0.17
Br 3.330 0.659 -0.495 0.05 0.04 0.24
H 2.063 -0.776 1.289 0.84 -0.18 -0.81
H 0.910 -0.673 -1.548 0.12 0.62 -1.69
H -2.623 -0.594 -0.261 0.66 1.51 1.28
H -2.779 1.246 0.330 0.10 -0.82 0.79
H -2.306 0.765 -1.113 0.13 1.11 -3.43

No. 7
54
Properties=species:S:1:pos:R:3:forces:R:3 method="wB97M-V/def2-TZVPD" e_lumo_ha="-0.27828 / -0.28623" total_charge=+2 spin_multiplicity=2 homo_energy_ev="-14.88 / -15.26" total_energy_ev=-43314.20344 relative_energy_kj_mol=170.8 orbital_gap_ev="7.309 / 7.475"
Tc 0.780 -0.020 0.450 -0.42 -0.09 0.30
C -0.938 -0.400 3.564 -0.06 0.13 -0.09
C -0.945 0.609 2.438 -0.04 -0.22 0.22
C -2.097 0.852 1.685 -0.03 -0.10 -0.08
C -2.132 1.848 0.710 -0.03 0.04 0.00
C -0.996 2.602 0.434 -0.14 -0.11 -0.14
C 0.168 2.383 1.170 0.24 -0.10 0.07
C 0.190 1.402 2.177 -0.09 0.38 0.21
H 0.065 -0.774 3.772 0.00 0.02 -0.03
H -1.592 -1.247 3.353 0.02 0.04 -0.02
H -1.304 0.066 4.482 0.00 0.01 -0.04
H -2.989 0.267 1.889 0.05 0.06 -0.02
H -3.056 2.045 0.172 0.09 -0.03 0.06
H -1.022 3.376 -0.325 0.00 -0.05 0.06
H 1.024 3.031 1.033 -0.01 0.00 0.03
H 1.031 1.357 2.863 0.12 -0.09 -0.05
O -2.455 -2.392 -0.750 -0.24 -0.16 -0.24
C -1.360 -2.006 -0.584 0.07 -0.01 0.62
O -0.977 -0.678 -0.866 0.74 0.71 -0.49
C -0.231 -2.782 0.027 -0.16 0.52 -0.39
C -0.360 -4.138 0.165 -0.04 -0.46 0.04
C 0.718 -4.861 0.671 -0.20 -0.14 -0.05
C 1.872 -4.185 1.011 0.20 0.04 0.07
C 1.919 -2.809 0.852 -0.12 -0.01 0.05
N 0.882 -2.108 0.376 0.47 -0.01 0.12
H -1.288 -4.610 -0.131 0.04 -0.02 0.01
H 0.652 -5.936 0.787 -0.01 0.08 -0.01
H 2.737 -4.703 1.405 -0.06 0.01 -0.03
H 2.798 -2.241 1.125 0.00 0.00 0.00
F -0.845 1.197 -2.228 -0.12 -0.35 0.18
B -1.507 0.096 -1.930 -0.15 -0.14 -0.11
F -2.556 -0.291 -2.598 0.28 0.09 0.20
C 4.037 0.602 1.919 0.04 0.08 -0.13
C 4.300 0.195 0.462 -0.03 -0.09 0.34
P 2.858 0.472 -0.592 -0.76 -0.04 -0.52
C 2.922 2.225 -1.070 0.17 0.10 -0.04
C 4.022 2.596 -2.071 -0.02 0.03 0.01
C 3.042 -0.519 -2.113 0.32 0.05 -0.10
C 4.483 -0.818 -2.555 -0.04 0.00 -0.01
H 4.906 0.396 2.542 0.01 0.00 0.00
H 3.194 0.051 2.353 -0.01 -0.05 -0.03
H 3.822 1.670 2.007 0.00 -0.06 -0.01
H 4.590 -0.855 0.387 0.00 -0.01 0.04
H 5.118 0.772 0.031 0.12 0.00 0.04
H 3.044 2.791 -0.140 0.01 0.00 -0.04
H 1.935 2.478 -1.461 -0.01 0.03 -0.07
H 5.021 2.356 -1.699 -0.07 0.00 0.00
H 3.997 3.669 -2.255 0.00 -0.02 0.00
H 3.884 2.095 -3.031 -0.01 0.03 0.07
H 2.501 0.040 -2.883 0.01 -0.02 -0.03
H 2.491 -1.449 -1.966 -0.01 -0.07 0.02
H 5.075 0.089 -2.679 -0.06 -0.05 0.01
H 4.471 -1.335 -3.515 -0.01 0.02 0.05
H 5.001 -1.465 -1.843 -0.07 0.06 -0.05

No. 8
76
Properties=species:S:1:pos:R:3:forces:R:3 method="wB97M-V/def2-TZVPD" e_lumo_ha="0.07632 / 0.07628" total_charge=-1 spin_multiplicity=3 homo_energy_ev="-5.10 / -5.29" total_energy_ev=-186727.46199 relative_energy_kj_mol=42.4 orbital_gap_ev="7.177 / 7.364"
Ni 1.224 0.607 -2.285 -0.82 0.18 -0.16
Cl 3.793 0.650 -2.217 0.53 0.29 0.11
C 3.312 2.367 -2.098 0.13 -0.56 -0.07
C 1.963 2.564 -2.269 -0.01 -0.03 0.05
C 1.575 3.898 -2.192 -0.22 -0.22 -0.07
Cl -0.111 4.301 -2.372 0.08 -0.07 0.00
C 2.476 4.931 -1.942 0.02 0.04 0.01
Cl 1.938 6.568 -1.833 0.00 0.01 0.00
C 3.830 4.645 -1.765 0.07 0.01 0.00
Cl 4.957 5.912 -1.453 0.03 0.01 0.01
C 4.272 3.329 -1.847 0.03 0.12 0.02
Cl 5.935 2.926 -1.636 -0.01 0.01 0.00
S -5.028 1.466 -0.207 -0.03 -0.13 -0.13
C -3.948 0.914 -1.351 -0.08 0.06 0.32
S -2.653 1.908 -1.919 0.03 0.21 0.05
C -2.043 0.609 -2.890 0.44 -0.47 -0.28
N -2.743 -0.477 -2.796 0.09 0.36 0.00
N -3.813 -0.298 -1.938 -0.11 -0.07 -0.13
C -4.623 -1.456 -1.775 -0.05 0.08 0.13
C -4.026 -2.698 -1.961 0.04 -0.09 0.05
C -4.779 -3.849 -1.825 -0.05 -0.04 0.00
C -6.129 -3.776 -1.509 0.04 -0.01 0.00
C -6.716 -2.534 -1.338 -0.04 0.04 0.01
C -5.974 -1.369 -1.471 0.01 -0.06 -0.03
S -0.640 0.747 -3.903 -0.06 0.25 0.22
H -2.978 -2.748 -2.215 0.01 0.00 0.03
H -4.304 -4.810 -1.968 0.01 -0.05 0.01
H -6.716 -4.679 -1.399 -0.01 -0.02 0.00
H -7.769 -2.456 -1.101 -0.04 -0.01 0.01
H -6.435 -0.407 -1.336 -0.02 0.08 0.02
C -0.654 -1.076 3.264 0.05 0.04 0.04
C -0.584 -0.877 1.754 -0.03 -0.07 -0.21
C -0.435 -2.250 1.087 -0.01 0.02 0.01
C -1.889 -0.251 1.261 0.01 0.04 0.05
Si 0.849 0.236 1.174 0.16 0.10 -0.20
O 0.909 0.323 -0.413 -0.13 -0.05 0.21
C 2.462 -0.515 1.853 -0.06 -0.03 0.00
C 3.182 -0.001 2.930 0.00 0.08 0.00
C 4.347 -0.604 3.385 0.02 0.04 0.06
C 4.828 -1.745 2.768 0.06 -0.06 -0.01
C 4.136 -2.276 1.689 0.01 -0.04 -0.03
C 2.974 -1.665 1.246 0.00 0.02 0.06
C 0.668 1.953 1.943 -0.07 -0.06 0.03
C 0.566 2.241 3.307 0.06 -0.06 0.02
C 0.413 3.541 3.764 0.00 0.04 0.06
C 0.353 4.593 2.862 0.00 0.05 0.04
C 0.446 4.335 1.505 0.00 0.01 -0.02
C 0.600 3.030 1.061 -0.05 0.01 -0.06
H -1.432 -1.804 3.508 -0.08 -0.07 0.02
H -0.909 -0.152 3.781 -0.01 0.09 0.04
H 0.287 -1.448 3.673 0.08 -0.03 0.02
H -1.324 -2.858 1.282 -0.08 -0.04 0.02
H 0.425 -2.796 1.474 0.12 -0.06 0.06
H -0.323 -2.160 0.006 0.00 0.04 -0.12
H -2.738 -0.908 1.472 -0.09 -0.06 0.03
H -1.861 -0.078 0.186 0.04 -0.02 -0.15
H -2.087 0.709 1.739 -0.02 0.09 0.03
H 2.842 0.905 3.414 -0.03 0.05 0.04
H 4.884 -0.176 4.223 0.02 0.02 0.02
H 5.738 -2.215 3.118 0.03 -0.01 0.02
H 4.504 -3.168 1.196 0.02 -0.02 -0.01
H 2.441 -2.086 0.408 -0.07 -0.07 -0.14
H 0.615 1.442 4.035 -0.01 -0.06 0.05
H 0.338 3.733 4.826 0.00 0.01 0.04
H 0.229 5.608 3.216 0.00 0.04 0.02
H 0.390 5.144 0.789 0.00 0.06 -0.06
H 0.656 2.824 0.004 0.00 -0.01 -0.14
N 1.756 -3.626 -2.191 0.05 -0.08 0.06
C 0.437 -3.611 -2.585 -0.01 0.02 -0.03
C 0.136 -2.307 -2.820 0.00 -0.05 -0.01
N 1.242 -1.531 -2.568 0.06 0.15 -0.04
C 2.190 -2.349 -2.194 0.17 -0.02 0.08
H 2.294 -4.430 -1.914 -0.07 0.11 -0.04
H -0.148 -4.506 -2.658 -0.08 -0.10 -0.01
H -0.785 -1.861 -3.148 -0.10 0.02 -0.04
H 3.184 -2.069 -1.896 0.07 0.04 0.02